[1]
74
Properties=species:S:1:pos:R:3 method="wB97M-V/def2-TZVPD" energy_ha=-1616.79168 e_homo_ev="-8.9 / -8.9" gap_ev="9.144 / 8.486" multiplicity=3
C -0.554 -5.581 2.720
C -1.120 -6.709 1.642
P -2.669 -7.615 2.295
C -4.251 -6.551 2.205
C -4.038 -4.954 2.514
O -4.192 -4.386 3.742
O -3.702 -3.986 1.422
H 0.602 -5.393 2.517
H -0.680 -5.992 3.830
H -1.213 -4.615 2.550
H -0.256 -7.527 1.572
H -1.241 -6.262 0.543
H -2.884 -8.719 1.359
H -4.760 -6.679 1.144
H -4.981 -6.962 3.056
H -2.880 -4.280 0.931
C 2.967 -0.872 3.032
C 2.350 -0.568 1.639
C 2.200 0.965 1.479
C 1.092 1.543 2.355
C -0.230 0.823 2.119
C -0.143 -0.728 2.186
N 1.046 -1.293 1.466
O 0.745 -1.294 0.090
C -0.113 -1.206 3.661
C -1.508 -1.292 1.657
C 3.449 -1.078 0.648
H 4.032 -0.610 3.059
H 2.519 -0.305 3.847
H 2.896 -1.940 3.273
H 1.985 1.217 0.429
H 3.144 1.468 1.721
H 1.367 1.488 3.413
H 0.969 2.609 2.129
H -0.966 1.189 2.846
H -0.603 1.125 1.131
H 0.062 -2.287 3.721
H -1.070 -1.009 4.161
H 0.635 -0.702 4.271
H -1.754 -0.922 0.655
H -2.338 -0.988 2.306
H -1.500 -2.388 1.626
H 3.620 -2.154 0.772
H 4.405 -0.569 0.828
H 3.202 -0.890 -0.401
C -1.384 4.330 -4.513
C 0.162 4.180 -4.469
C 0.532 2.701 -4.740
C 0.178 1.783 -3.575
C 0.789 2.284 -2.271
C 0.525 3.785 -1.969
N 0.707 4.677 -3.162
O 2.091 4.877 -3.332
C -0.907 3.982 -1.407
C 1.440 4.182 -0.759
C 0.633 5.052 -5.681
H -1.760 4.263 -5.541
H -1.919 3.551 -3.969
H -1.701 5.304 -4.121
H 1.610 2.612 -4.943
H 0.027 2.340 -5.644
H -0.908 1.690 -3.471
H 0.548 0.772 -3.783
H 0.416 1.664 -1.446
H 1.871 2.106 -2.321
H -1.144 5.047 -1.297
H -1.008 3.528 -0.413
H -1.684 3.518 -2.011
H 2.498 3.965 -0.944
H 1.168 3.620 0.142
H 1.345 5.248 -0.521
H 0.339 6.100 -5.547
H 0.181 4.700 -6.617
H 1.715 5.019 -5.839


[2]
18
Properties=species:S:1:pos:R:3 method="wB97M-V/def2-TZVPD" energy_ha=-360.26524 e_homo_ev=-8.0 gap_ev=9.010
C 1.601 0.734 0.099
N 2.146 -0.341 -0.756
C -0.177 1.136 -0.622
O -0.679 2.217 -0.418
H 2.262 0.002 -1.706
H 3.071 -0.631 -0.446
H -0.084 0.673 -1.619
H 1.785 0.488 1.151
H 2.117 1.688 -0.049
C -2.095 -0.205 1.163
N -0.877 -0.322 0.366
N -0.775 -1.586 -0.302
H 0.119 -0.077 0.825
H -1.382 -1.584 -1.125
H 0.190 -1.663 -0.638
H -2.171 0.810 1.553
H -2.982 -0.400 0.553
H -2.069 -0.938 1.970


[3]
107
Properties=species:S:1:pos:R:3 method="wB97M-V/def2-TZVPD" charge=+1 energy_ha=-3898.78914 e_homo_ev=-12.6 gap_ev=8.457
C 6.473 -1.743 0.265
O 6.674 -1.027 -0.960
B 5.546 -0.538 -1.586
O 5.216 -1.020 -2.800
C 4.750 0.664 -0.889
C 5.446 1.413 0.015
C 4.866 2.528 0.598
C 3.574 2.879 0.262
P 2.909 4.398 1.003
O 1.575 4.255 1.578
O 3.986 4.826 2.125
O 3.056 5.558 -0.069
C 2.862 2.085 -0.641
C 1.470 2.443 -1.078
C 0.356 2.195 -0.021
N 0.816 1.383 1.123
N 3.468 1.005 -1.166
O 2.813 0.207 -2.064
C 1.828 -0.682 -1.471
C 2.378 -1.828 -0.636
C 2.794 -1.375 0.791
C 1.304 -2.940 -0.471
C 0.847 -3.561 -1.822
C 1.862 -4.085 0.398
H 7.426 -2.188 0.535
H 6.189 -1.084 1.089
H 5.727 -2.531 0.166
H 5.869 -1.698 -3.034
H 6.469 1.140 0.225
H 5.452 3.127 1.280
H 4.020 4.100 2.768
H 3.587 6.280 0.306
H 1.434 3.487 -1.392
H 1.235 1.871 -1.972
H -0.458 1.680 -0.529
H -0.059 3.127 0.332
H 0.401 0.458 1.062
H 0.398 1.777 1.959
H 1.083 -0.141 -0.895
H 1.310 -1.093 -2.334
H 3.218 -2.328 -1.127
H 3.777 -1.751 1.064
H 2.831 -0.293 0.901
H 2.082 -1.722 1.534
H 0.449 -2.525 0.057
H -0.234 -3.464 -1.901
H 1.338 -3.104 -2.679
H 1.051 -4.628 -1.812
H 1.161 -4.915 0.352
H 1.910 -3.809 1.449
H 2.839 -4.397 0.029
C -6.242 -0.549 0.128
C -5.035 -0.766 1.011
O -3.878 -1.168 0.235
C -3.210 -0.201 -0.357
O -3.436 0.973 -0.328
C -1.999 -0.793 -1.099
F -2.309 -1.889 -1.787
F -1.026 -1.125 -0.211
F -1.470 0.086 -1.952
H -6.440 -1.442 -0.467
H -7.113 -0.332 0.735
H -6.079 0.277 -0.562
H -5.210 -1.581 1.709
H -4.796 0.123 1.594
C 3.576 -3.658 -5.108
C 4.067 -4.099 -6.470
O 3.696 -5.462 -6.736
C 2.452 -5.648 -7.165
O 1.628 -4.802 -7.341
C 2.219 -7.143 -7.452
F 2.707 -7.905 -6.466
F 2.832 -7.489 -8.591
F 0.922 -7.398 -7.576
H 3.934 -4.340 -4.334
H 3.923 -2.650 -4.877
H 2.487 -3.656 -5.066
H 5.154 -4.078 -6.513
H 3.695 -3.447 -7.259
C 0.820 3.885 4.811
C 1.803 4.369 5.853
O 1.521 3.805 7.146
C 1.981 2.579 7.346
O 2.598 1.914 6.565
C 1.646 2.121 8.778
F 0.382 2.415 9.096
F 2.454 2.736 9.651
F 1.816 0.808 8.899
H -0.202 4.097 5.127
H 1.004 4.376 3.858
H 0.902 2.806 4.667
H 1.727 5.447 5.978
H 2.833 4.143 5.573
C -13.043 2.343 0.962
C -11.798 2.108 1.787
O -10.682 1.723 0.954
C -10.038 2.712 0.353
O -10.279 3.879 0.426
C -8.859 2.141 -0.455
F -9.217 1.056 -1.155
F -7.860 1.778 0.372
F -8.381 3.040 -1.307
H -13.271 1.464 0.359
H -13.890 2.553 1.613
H -12.911 3.185 0.283
H -11.944 1.278 2.474
H -11.533 2.985 2.377


[4]
50
Properties=species:S:1:pos:R:3 method="wB97M-V/def2-TZVPD" energy_ha=-1763.44608 e_homo_ev=-4.4 gap_ev=3.189
P -5.362 1.730 -1.825
P -5.381 -0.964 0.991
C -6.666 0.773 -1.042
C -6.431 0.468 0.455
H -6.928 -0.116 -1.631
H -7.536 1.454 -1.108
H -6.069 1.363 0.990
H -7.420 0.231 0.884
C -6.544 -2.357 0.741
H -6.099 -3.267 1.182
H -6.794 -2.564 -0.322
H -7.477 -2.101 1.270
C -5.027 -0.716 2.754
H -5.833 -1.230 3.288
H -5.025 0.364 2.989
H -4.040 -1.153 3.002
C -5.717 1.906 -3.594
H -4.853 2.358 -4.103
H -6.596 2.551 -3.720
H -5.932 0.915 -4.016
C -5.529 3.364 -1.036
H -5.600 3.277 0.053
H -6.458 3.823 -1.388
H -4.697 4.027 -1.291
Sr -1.914 2.476 2.220
C -3.704 -1.481 0.311
C -3.929 -2.316 -0.860
C -3.983 -1.805 -2.198
C -2.600 -1.095 -2.533
C -2.759 0.333 -2.653
C -3.592 1.155 -1.801
C -3.170 1.070 -0.265
C -2.697 -0.255 0.340
C 0.151 1.908 0.604
H -3.349 -2.172 1.111
H -3.807 -3.384 -0.694
H -4.825 -1.087 -2.245
H -4.242 -2.592 -2.930
H -1.878 -1.352 -1.731
H -2.193 -1.525 -3.450
H -2.229 0.813 -3.482
H -3.223 2.166 -2.124
H -4.001 1.435 0.371
H -2.316 1.746 -0.180
H -1.745 -0.573 -0.094
H -2.429 -0.089 1.408
H 0.980 2.522 1.032
H -0.029 2.307 -0.419
H 0.560 0.893 0.470
Cl -1.118 0.433 3.577


[5]
55
Properties=species:S:1:pos:R:3 method="wB97M-V/def2-TZVPD" energy_ha=-1173.61819 e_homo_ev=-8.6 smiles=CC(C)c1cc(CN2CCN(Cc3ccc(F)cc3)[C@H](CCO)C2)[nH]n1 gap_ev=9.331
C -4.533 1.038 -2.831
C -5.000 -0.371 -2.465
C -5.174 -1.228 -3.720
C -4.030 -1.013 -1.527
C -2.670 -1.308 -1.745
C -2.230 -1.895 -0.579
C -0.889 -2.402 -0.178
N 0.069 -1.312 -0.086
C -0.253 -0.386 0.983
C 0.709 0.797 0.958
N 2.081 0.331 1.016
C 3.025 1.417 1.186
C 2.950 1.963 2.589
C 2.990 3.329 2.834
C 2.936 3.819 4.127
C 2.833 2.921 5.173
F 2.775 3.391 6.438
C 2.787 1.555 4.959
C 2.849 1.085 3.662
C 2.394 -0.611 -0.047
C 2.332 -0.019 -1.469
C 2.927 -0.931 -2.542
O 2.140 -2.061 -2.835
C 1.427 -1.789 0.095
N -3.302 -1.917 0.248
N -4.391 -1.394 -0.314
H -3.577 1.000 -3.349
H -5.260 1.519 -3.483
H -4.417 1.644 -1.936
H -5.959 -0.306 -1.941
H -5.511 -2.227 -3.453
H -4.231 -1.314 -4.256
H -5.910 -0.779 -4.384
H -2.094 -1.121 -2.627
H -0.522 -3.097 -0.940
H -0.977 -2.955 0.777
H -0.186 -0.881 1.969
H -1.273 -0.021 0.843
H 0.517 1.408 0.061
H 0.529 1.424 1.836
H 2.864 2.239 0.467
H 4.031 1.017 1.019
H 3.066 4.021 2.008
H 2.967 4.878 4.330
H 2.706 0.884 5.800
H 2.808 0.025 3.462
H 3.412 -0.975 0.137
H 1.289 0.184 -1.718
H 2.886 0.922 -1.485
H 3.083 -0.343 -3.460
H 3.896 -1.324 -2.222
H 1.237 -1.764 -2.998
H 1.564 -2.244 1.092
H 1.651 -2.537 -0.666
H -3.346 -2.283 1.186


[6]
118
Properties=species:S:1:pos:R:3 method="wB97M-V/def2-TZVPD" charge=+1 energy_ha=-4658.48294 e_homo_ev=-10.7 gap_ev=8.228
Zn 0.090 -0.126 -3.183
B 0.261 1.079 -0.095
F 1.560 1.417 -0.094
F -0.431 2.206 -0.242
F 0.027 0.369 -1.233
F 0.036 0.324 1.069
C -2.801 1.257 -3.113
O -1.788 0.697 -3.339
N -2.914 1.984 -2.073
N -3.980 1.072 -3.696
H -3.733 2.491 -1.769
H -2.166 1.929 -1.396
H -3.911 0.393 -4.441
H -4.826 1.439 -3.284
C 1.046 2.851 -3.708
O 0.789 1.688 -3.515
N 1.200 3.502 -4.858
N 0.954 3.609 -2.732
H 1.404 4.487 -4.943
H 1.050 3.006 -5.725
H 0.996 4.614 -2.830
H 0.749 3.239 -1.815
C -1.574 -2.666 -2.277
O -0.814 -1.893 -2.774
N -2.799 -2.865 -2.722
N -1.348 -3.406 -1.287
H -3.438 -3.527 -2.306
H -3.056 -2.376 -3.568
H -0.456 -3.403 -0.813
H -2.155 -3.900 -0.935
C 3.362 -0.777 2.085
O 4.309 -1.377 2.479
N 2.206 -1.213 1.626
N 3.418 0.497 1.737
H 2.005 -2.189 1.458
H 1.489 -0.543 1.386
H 4.210 1.092 1.934
H 2.684 0.896 1.170
C -3.699 -0.014 0.813
O -4.914 -0.057 0.947
N -3.019 -0.952 0.230
N -3.009 1.043 1.053
H -3.479 -1.819 -0.009
H -2.010 -0.936 0.190
H -3.495 1.752 1.584
H -2.031 1.089 0.808
C -1.076 -1.129 4.434
O -1.492 -2.454 4.153
C -1.913 -2.574 2.767
C -2.077 -3.992 2.321
N -0.860 -4.739 2.569
C -1.102 -6.162 2.333
C 0.265 -6.941 2.442
O 0.172 -8.117 1.691
C 1.337 -8.900 1.439
H -0.726 -1.127 5.467
H -1.857 -0.376 4.328
H -0.278 -0.779 3.780
H -1.313 -2.024 2.042
H -2.911 -2.135 2.748
H -2.467 -4.116 1.311
H -2.846 -4.366 2.997
H -0.609 -4.627 3.541
H -1.407 -6.257 1.291
H -1.825 -6.661 2.980
H 0.379 -7.196 3.496
H 1.084 -6.314 2.092
H 1.107 -9.871 1.878
H 2.225 -8.499 1.930
H 1.719 -8.932 0.419
C 1.240 2.865 4.443
O -0.118 2.976 4.708
C -1.077 2.664 3.710
C -1.322 3.848 2.777
N -2.371 4.774 3.235
C -1.879 5.506 4.397
C -0.748 6.438 4.037
O -1.178 7.275 2.984
C -0.351 8.356 2.770
H 1.551 3.334 3.509
H 1.436 1.805 4.281
H 1.938 3.148 5.230
H -1.938 2.335 4.292
H -0.760 1.831 3.083
H -1.637 3.279 1.903
H -0.361 4.279 2.495
H -2.264 5.495 2.537
H -1.675 4.760 5.166
H -2.614 6.129 4.906
H 0.144 5.854 3.809
H -0.416 7.082 4.852
H 0.653 7.987 2.979
H -0.598 9.151 3.473
H -0.408 8.749 1.754
C 6.251 -0.514 -3.634
O 5.091 0.051 -3.113
C 4.313 -0.823 -2.204
C 2.879 -0.273 -2.111
N 1.944 -0.953 -3.073
C 2.409 -0.760 -4.457
C 1.274 -1.213 -5.467
O 0.065 -0.566 -5.068
C -0.813 -0.593 -6.167
H 6.579 0.226 -4.364
H 6.008 -1.458 -4.121
H 7.028 -0.565 -2.871
H 4.716 -0.827 -1.192
H 4.425 -1.839 -2.583
H 2.760 0.795 -2.291
H 2.540 -0.431 -1.087
H 2.032 -1.956 -2.996
H 3.411 -1.123 -4.686
H 2.614 0.292 -4.656
H 1.217 -2.301 -5.481
H 1.557 -0.892 -6.470
H -0.339 -0.077 -7.002
H -1.811 -0.186 -6.001
H -0.929 -1.630 -6.480


[7]
10
Properties=species:S:1:pos:R:3 method="wB97M-V/def2-TZVPD" energy_ha=-490.13381 e_homo_ev="-8.8 / -8.8" gap_ev="7.828 / 7.828"
C 0.195 1.323 -0.706
C -0.114 0.138 0.114
C 0.444 -1.203 0.425
O 0.143 1.281 0.700
I -2.848 -0.323 -0.168
H 1.221 1.627 -0.939
H -0.536 1.891 -1.104
H -0.315 -1.881 0.929
H 1.264 -1.024 1.162
H 0.545 -1.830 -0.412